This record from OMol25 describes a structure of composition C17H17CoN2O3Se4Te in a non-equilibrium geometry. The level of theory is ωB97M-V with the def2-TZVPD basis set.

Each line ends with the Mulliken charge.
CARTESIAN COORDINATES (ANGSTROEM)
Co (0.11, -0.21, 0.12)  0.544
Se (-0.85, -0.97, 2.09)  0.019
Se (0.48, -0.88, 3.88)  -0.163
Te (2.19, 0.30, 3.43)  0.196
Se (2.15, 0.35, 1.01)  -0.070
C (-5.95, -1.49, -2.78)  -0.814
O (-5.12, -0.89, -3.76)  -0.440
C (-3.85, -0.60, -3.41)  0.903
C (-3.06, -0.06, -4.46)  -0.984
C (-1.76, 0.25, -4.23)  -0.704
C (-1.15, 0.07, -2.95)  0.356
C (0.23, 0.40, -2.71)  0.726
C (1.07, 1.13, -3.71)  -1.139
O (0.82, 0.13, -1.63)  -0.603
C (-1.97, -0.45, -1.88)  0.079
O (-1.56, -0.60, -0.67)  -0.594
C (-3.32, -0.78, -2.16)  -0.396
H (-6.89, -1.71, -3.28)  0.241
H (-6.14, -0.81, -1.94)  0.328
H (-5.51, -2.41, -2.39)  0.337
H (-3.51, 0.06, -5.43)  0.439
H (-1.17, 0.62, -5.05)  0.205
H (0.62, 1.21, -4.69)  0.357
H (2.05, 0.65, -3.79)  0.330
H (1.23, 2.14, -3.31)  0.236
H (-3.90, -1.17, -1.34)  0.439
C (0.00, 4.60, 2.42)  -0.821
N (-1.13, 4.80, 1.54)  0.337
C (-1.48, 3.99, 0.51)  -0.154
Se (-0.54, 2.61, -0.23)  -0.345
N (-2.62, 4.50, -0.02)  0.058
C (-2.97, 5.68, 0.61)  0.277
C (-3.97, 6.61, 0.38)  -0.855
C (-3.96, 7.76, 1.16)  -0.431
C (-2.99, 7.96, 2.14)  -0.642
C (-2.01, 7.01, 2.40)  -0.520
C (-2.01, 5.88, 1.61)  0.686
H (0.47, 3.65, 2.17)  0.130
H (-0.34, 4.58, 3.45)  0.340
H (0.72, 5.40, 2.29)  0.344
H (-3.07, 4.06, -0.81)  0.209
H (-4.72, 6.45, -0.39)  0.391
H (-4.70, 8.52, 0.99)  0.380
H (-3.01, 8.87, 2.72)  0.374
H (-1.27, 7.17, 3.17)  0.414

Energy relative to the best compared isomer or geometry (same formula, charge and spin) = 2.528 eV
<S²> = 6.021
Net charge = 0
Spin multiplicity = 5
E_HOMO (spin up / spin down) = -6.831 / -7.530 eV